A 2-piece molecular cluster, C2H2F2Si overall at a distorted geometry, computed with ωB97M-V/def2-TZVPD.

```
7
Properties=species:S:1:pos:R:3:mulliken_charge:R:1
C 0.048 -0.964 -0.680 -0.36
C -1.011 -0.205 -0.243 -0.30
F 1.115 0.862 2.889 -0.64
F 1.292 1.942 -0.762 -0.22
Si 0.508 0.709 -0.032 0.71
H 0.106 -1.933 -1.044 0.43
H -2.057 -0.411 -0.127 0.38
```

Output
**HOMO (spin up / spin down)**: -10.23 / -10.23 eV
**Multiplicity**: 1
**Relative energy (zero: lowest compared OMol25 entry of this formula, charge and spin)**: 128.3 kcal per mole